No. 1
Here is C29H45CsKN2O14S2V as an isolated structure in a non-equilibrium geometry from the OMol25 dataset. Energies are from ωB97M-V/def2-TZVPD.

Structure (XYZ):
```
95
Properties=species:S:1:pos:R:3:lowdin_charge:R:1
C 1.33 -4.12 -0.77 -0.182
C 0.01 -3.51 -0.21 -0.507
S 0.29 -2.94 1.49 0.904
C 0.58 -1.12 1.48 -0.387
C -0.17 -0.35 0.40 -0.150
C 0.39 0.01 -0.85 -0.126
C 1.84 -0.34 -1.14 -0.099
C 2.78 0.54 -0.22 -0.160
C 3.80 1.40 -1.02 -0.164
C 5.19 1.37 -0.36 -0.274
O 5.13 1.76 1.03 -0.072
C -0.39 0.71 -1.77 -0.144
C 0.17 1.20 -3.13 -0.110
C 0.05 0.14 -4.32 -0.691
N 1.42 0.13 -5.01 -0.452
C -1.73 1.06 -1.52 0.052
C -2.28 0.72 -0.31 -0.056
C -1.50 0.03 0.64 -0.024
C -2.22 -0.25 1.97 -0.254
O -2.10 -1.26 2.61 0.112
C -3.11 0.91 2.45 -0.062
C -3.11 1.27 3.80 -0.008
C -3.88 2.34 4.21 -0.103
C -4.73 3.06 3.16 -0.150
C -4.69 2.67 1.84 -0.002
C -3.87 1.59 1.50 -0.065
C -3.72 1.09 0.06 -0.252
O -4.64 0.98 -0.70 0.170
H 1.97 -4.44 0.06 0.036
H 1.92 -3.37 -1.32 0.047
H 1.14 -4.93 -1.49 0.057
H -0.40 -2.73 -0.87 0.071
H -0.73 -4.32 -0.23 0.075
H 0.20 -0.77 2.46 0.079
H 1.66 -0.94 1.49 0.059
H 2.14 -0.10 -2.17 0.070
H 2.10 -1.38 -0.91 0.098
H 2.14 1.15 0.44 0.122
H 3.34 -0.12 0.46 0.096
H 3.85 1.08 -2.08 0.103
H 3.45 2.45 -1.00 0.117
H 5.64 0.37 -0.44 0.091
H 5.88 2.08 -0.85 0.099
H 4.89 0.94 1.48 0.075
H 1.23 1.44 -3.00 0.092
H -0.32 2.17 -3.36 0.125
H -0.77 0.50 -5.02 0.029
H -0.21 -0.86 -3.83 0.083
H 1.67 1.12 -5.11 0.108
H 2.14 -0.22 -4.35 0.097
H -2.31 1.62 -2.27 0.133
H -2.47 0.72 4.49 0.134
H -3.85 2.65 5.31 0.084
H -5.39 3.97 3.38 0.005
H -5.28 3.20 1.09 0.136
Cs 0.03 -1.09 -6.09 1.692
O -6.42 0.92 -3.68 -0.241
S -5.54 -0.22 -3.98 0.227
O -5.95 -1.40 -3.20 -0.237
O -4.15 0.13 -3.64 -0.316
O -5.64 -0.54 -5.41 -0.244
O 5.85 -1.94 0.54 -0.069
H 6.34 -2.31 1.28 0.052
H 6.45 -2.04 -0.22 0.047
C 5.92 -4.63 -0.54 -0.355
O 6.74 -4.28 -1.38 0.021
N 5.29 -5.83 -0.52 -0.192
C 4.33 -6.18 0.50 -0.051
C 5.60 -6.80 -1.57 -0.041
H 5.63 -3.98 0.28 0.101
H 4.68 -7.06 1.04 0.092
H 3.37 -6.39 0.04 0.081
H 4.21 -5.36 1.21 0.089
H 6.66 -7.03 -1.54 0.097
H 5.36 -6.37 -2.54 0.074
H 5.02 -7.70 -1.41 0.093
C -8.29 6.99 3.67 0.005
C -7.00 6.50 3.10 -0.449
O -6.29 5.71 3.71 -0.089
C -6.60 7.00 1.74 0.003
H -8.45 6.55 4.65 0.092
H -8.26 8.08 3.78 0.099
H -9.12 6.71 3.02 0.100
H -6.50 8.08 1.76 0.098
H -7.36 6.71 1.00 0.100
H -5.65 6.56 1.45 0.088
O 2.83 -5.33 -3.13 -0.054
H 3.05 -5.56 -4.04 0.046
H 3.68 -5.16 -2.72 0.018
K -5.67 3.90 5.23 0.998
O 8.33 1.07 -0.38 -0.662
V 8.46 2.35 0.73 0.952
O 8.61 3.63 1.82 -0.650
O -7.14 3.24 8.68 -0.518
H -7.30 3.02 9.61 -0.160
```

As for the HOMO-LUMO gap: 0.920 eV.



No. 2
Here is C29H45LuN5O9P2S2 as an isolated structure in a non-equilibrium geometry from the OMol25 dataset. Energies are from ωB97M-V/def2-TZVPD.

Structure (XYZ):
```
93
Properties=species:S:1:pos:R:3:lowdin_charge:R:1
Lu 12.85 9.78 10.60 1.498
C 10.91 8.04 12.87 -0.133
N 12.27 7.94 12.36 -0.151
C 13.26 7.84 13.47 -0.097
C 14.35 8.89 13.36 -0.258
N 14.38 9.93 12.55 0.062
C 15.55 10.63 12.84 -0.213
C 16.07 11.82 12.30 -0.010
C 17.24 12.23 12.84 -0.087
C 18.05 11.45 13.69 -0.066
C 17.59 10.25 14.16 -0.002
C 16.26 9.97 13.84 -0.184
N 15.50 8.87 14.14 0.171
C 10.54 9.50 12.91 -0.312
N 11.01 10.45 12.17 0.079
C 10.14 11.51 12.29 -0.202
C 10.08 12.79 11.70 -0.032
C 9.00 13.55 11.97 -0.115
C 7.95 13.22 12.83 -0.085
C 7.99 12.02 13.50 -0.008
C 9.09 11.19 13.18 -0.131
N 9.44 9.88 13.64 0.175
H 10.19 7.55 12.25 0.131
H 10.82 7.59 13.88 0.132
H 12.48 7.09 11.75 0.099
H 12.67 8.09 14.38 0.129
H 13.61 6.77 13.53 0.153
H 15.51 12.42 11.56 0.129
H 17.75 13.12 12.48 0.111
H 19.05 11.74 13.92 0.102
H 18.18 9.69 14.88 0.118
H 15.76 8.07 14.69 0.168
H 10.82 13.18 11.01 0.103
H 8.90 14.53 11.51 0.119
H 7.03 13.84 12.87 0.127
H 7.29 11.79 14.25 0.096
H 8.88 9.24 14.18 0.163
C 15.53 13.22 7.37 -0.023
C 14.34 12.48 6.73 -0.363
C 14.13 12.79 5.22 -0.033
O 13.06 12.94 7.35 -0.193
P 11.99 12.11 8.13 0.417
O 12.27 11.85 9.57 -0.351
C 11.74 10.62 7.19 -0.197
P 10.61 9.40 7.92 0.465
O 10.84 9.25 9.42 -0.412
O 9.18 10.03 7.78 -0.204
C 8.19 10.04 8.89 -0.387
C 8.25 11.46 9.36 -0.039
C 6.83 9.59 8.32 -0.024
O 10.94 8.07 7.24 -0.164
C 10.17 7.31 6.21 -0.399
C 9.81 8.12 5.01 -0.046
C 11.12 6.22 5.93 -0.046
O 10.72 12.97 7.97 -0.178
C 10.47 13.83 6.73 -0.405
C 9.05 13.47 6.33 -0.037
C 10.65 15.28 7.01 -0.050
H 16.35 13.37 6.62 0.098
H 15.94 12.60 8.20 0.084
H 15.21 14.21 7.75 0.092
H 14.36 11.44 6.92 0.087
H 14.12 13.91 5.09 0.101
H 13.23 12.28 4.87 0.060
H 15.02 12.43 4.63 0.105
H 12.68 10.05 7.24 0.076
H 11.42 10.82 6.04 0.153
H 8.56 9.28 9.63 0.137
H 7.90 12.11 8.59 0.065
H 9.20 11.88 9.61 0.045
H 7.64 11.64 10.28 0.104
H 6.69 10.03 7.32 0.093
H 6.13 9.85 9.12 0.088
H 6.86 8.47 8.26 0.093
H 9.29 6.94 6.69 0.141
H 10.52 8.71 4.46 0.086
H 9.15 8.92 5.40 0.081
H 9.25 7.54 4.27 0.103
H 11.95 6.64 5.33 0.113
H 10.61 5.44 5.38 0.093
H 11.51 5.73 6.83 0.098
H 11.13 13.53 5.93 0.114
H 8.43 13.73 7.26 0.107
H 8.95 12.39 6.08 0.089
H 8.60 14.05 5.58 0.065
H 10.01 15.55 7.87 0.088
H 10.21 15.84 6.12 0.116
H 11.75 15.62 7.19 0.121
O 15.71 9.00 7.66 -0.371
S 15.39 8.99 9.07 0.119
O 14.63 10.29 9.38 -0.621
O 16.50 8.70 9.99 -0.392
S 13.88 7.64 9.52 0.259
```

As for the HOMO-LUMO gap: 8.241 eV. As for the charge: +1.



No. 3
Here is C29H45N11O14P as an isolated structure in a non-equilibrium geometry from the OMol25 dataset. Energies are from ωB97M-V/def2-TZVPD.

Structure (XYZ):
```
100
Properties=species:S:1:pos:R:3:lowdin_charge:R:1
P 0.11 0.04 0.03 -0.126
O -1.17 0.63 -0.40 -0.332
O 1.14 0.22 -1.20 -0.440
O 0.04 -1.39 0.38 -0.291
O 0.63 0.74 1.13 -0.286
N 1.71 2.15 -3.53 -0.036
C 2.88 2.17 -4.26 -0.103
C 2.59 3.16 -5.37 -0.060
C 1.17 3.67 -5.14 -0.053
C 0.65 2.85 -4.06 -0.122
H 1.35 1.50 -2.55 0.206
H 3.71 1.76 -3.87 0.036
H 3.31 3.44 -6.08 0.014
H 0.73 4.14 -5.75 -0.069
H -0.32 2.94 -3.76 0.053
N 0.37 -3.55 1.27 0.019
C 0.89 -4.81 0.61 -0.078
C 1.04 -5.91 1.64 -0.116
C 0.62 -5.31 2.92 -0.116
C 0.23 -3.88 2.58 -0.170
H 0.16 -2.59 0.83 -0.037
H 1.09 -4.83 -0.48 0.059
H 1.27 -6.84 1.61 -0.021
H 0.67 -5.63 3.99 0.067
H 0.00 -3.02 3.22 0.071
N -3.07 1.66 0.97 -0.026
C -4.37 1.21 0.97 -0.162
C -5.09 1.96 2.02 -0.112
C -4.08 2.81 2.79 -0.064
C -2.78 2.50 2.02 -0.111
H -2.32 1.21 0.38 0.034
H -4.86 0.75 0.14 0.072
H -6.11 1.97 2.38 0.040
H -4.20 3.54 3.54 0.022
H -1.75 3.06 2.12 0.129
N -2.59 1.67 -2.97 0.005
C -2.28 1.06 -4.19 -0.101
C -3.13 1.68 -5.29 -0.127
C -4.14 2.53 -4.64 -0.156
C -3.73 2.51 -3.15 -0.138
H -2.15 1.33 -2.01 0.157
H -1.58 0.47 -4.12 0.005
H -2.93 1.36 -6.36 0.075
H -4.68 3.43 -5.23 0.096
H -4.47 3.03 -2.40 0.108
N 0.59 2.20 3.15 -0.038
C 1.14 3.42 3.06 -0.103
C 0.69 4.20 4.32 -0.079
C -0.07 3.22 5.19 -0.082
C -0.21 1.96 4.32 -0.090
H 0.71 1.56 2.27 0.034
H 1.79 3.73 2.31 0.054
H 0.91 5.05 4.60 -0.060
H -0.42 3.59 6.27 0.089
H -0.89 1.21 4.23 0.013
N 1.11 -1.99 -2.60 -0.004
C 0.15 -2.99 -2.39 -0.103
C 0.20 -4.11 -3.39 -0.057
C 1.41 -3.65 -4.31 -0.092
C 1.92 -2.33 -3.68 -0.145
H 1.18 -1.20 -2.03 -0.003
H -0.50 -2.70 -1.56 0.067
H -0.24 -4.91 -3.20 -0.047
H 1.61 -4.46 -5.21 0.089
H 2.56 -1.51 -4.24 0.114
C -2.00 -1.01 2.70 0.060
N -2.05 -1.66 4.06 -0.414
O -2.17 -2.84 4.33 0.034
O -2.04 -0.85 5.03 -0.014
H -1.72 -1.81 1.91 0.109
H -1.23 -0.19 2.69 0.085
H -3.03 -0.72 2.80 0.088
C 3.39 -1.58 -0.48 0.021
N 4.81 -1.51 -0.24 -0.340
O 5.41 -0.39 -0.21 0.004
O 5.53 -2.54 -0.38 0.010
H 3.06 -2.66 -0.28 0.141
H 3.04 -1.45 -1.40 0.027
H 2.89 -0.98 0.18 0.039
C 2.19 -0.67 3.27 0.015
N 2.68 -0.19 4.62 -0.410
O 3.76 0.48 4.56 -0.015
O 2.22 -0.67 5.58 0.094
H 2.53 -1.71 2.80 0.153
H 2.19 0.02 2.43 0.043
H 1.14 -0.63 3.28 0.036
C -3.11 -1.88 -0.83 0.012
N -4.48 -2.20 -0.48 -0.380
O -5.20 -2.65 -1.40 0.018
O -4.89 -2.11 0.72 0.018
H -2.29 -2.42 -0.44 0.065
H -2.91 -0.78 -0.60 0.097
H -2.85 -2.01 -1.87 0.088
C 3.46 1.77 0.18 0.009
N 4.41 2.89 -0.28 -0.438
O 4.33 4.10 0.08 -0.036
O 5.13 2.68 -1.19 0.039
H 3.09 1.12 -0.77 0.103
H 2.48 2.31 0.80 0.135
H 4.00 1.05 1.02 0.129
```

Its energy relative to the best compared isomer or geometry (same formula, charge and spin) is 281.5 kJ/mol. As for the HOMO-LUMO gap: 6.749 eV. As for the charge: -3.



No. 4
Here is C29H45N13O3SeTi as an isolated structure in a non-equilibrium geometry from the OMol25 dataset. Energies are from ωB97M-V/def2-TZVPD.

Structure (XYZ):
```
92
Properties=species:S:1:pos:R:3:lowdin_charge:R:1
Ti 1.31 0.28 0.77 1.189
Se -2.17 -1.28 7.34 1.216
N -2.22 0.13 6.26 -0.205
C -1.61 -0.22 5.16 -0.336
C -1.45 0.67 4.02 -0.059
C -2.03 1.94 3.96 0.055
C -1.87 2.69 2.82 0.006
C -1.09 2.20 1.78 -0.090
N -0.50 1.00 1.82 0.049
C -0.73 0.23 2.91 -0.140
C -0.23 -1.14 2.85 -0.134
N 0.41 -1.49 1.72 0.049
C 0.82 -2.75 1.58 -0.096
C 0.61 -3.71 2.56 0.000
C 0.00 -3.35 3.74 0.056
C -0.43 -2.03 3.90 -0.058
C -1.10 -1.56 5.10 -0.339
N -1.30 -2.29 6.17 -0.206
H -2.60 2.30 4.80 0.135
H -2.33 3.66 2.71 0.126
H -0.89 2.77 0.90 0.087
H 1.34 -2.98 0.66 0.098
H 0.95 -4.72 2.39 0.123
H -0.15 -4.06 4.54 0.135
N -2.88 0.47 -0.16 -0.002
C -4.06 0.15 -0.96 -0.273
C -4.10 0.93 -2.27 -0.200
C -2.85 0.78 -3.13 -0.262
N -1.75 1.67 -2.68 0.010
H -2.91 -0.07 0.70 0.062
H -2.91 1.45 0.12 0.054
H -5.00 0.29 -0.43 0.112
H -4.01 -0.92 -1.19 0.093
H -4.32 1.99 -2.10 0.111
H -4.96 0.54 -2.83 0.114
H -3.11 0.98 -4.17 0.108
H -2.52 -0.26 -3.09 0.105
H -1.74 2.50 -3.26 0.065
H -0.87 1.19 -2.84 0.028
C 2.29 -3.51 -3.25 -0.050
N 1.49 -3.56 -2.02 -0.096
C 0.82 -4.86 -1.87 -0.113
C -0.41 -4.57 -1.02 -0.113
N -0.54 -3.14 -1.16 -0.104
C -1.69 -2.44 -0.65 -0.044
C 0.56 -2.54 -1.70 -0.379
N 0.68 -1.27 -1.80 0.102
C 1.87 -0.75 -2.45 -0.255
C 1.90 0.75 -2.43 -0.191
N 1.61 1.40 -1.14 0.048
C 1.38 2.67 -1.25 -0.364
N 1.40 3.45 -2.36 -0.059
C 2.37 3.43 -3.46 -0.013
C 0.68 4.70 -2.13 -0.108
C 0.01 4.41 -0.79 -0.132
N 0.91 3.44 -0.14 -0.131
C 2.04 4.15 0.50 -0.022
H 2.76 -4.48 -3.37 0.097
H 3.08 -2.76 -3.20 0.071
H 1.67 -3.32 -4.13 0.109
H 1.49 -5.59 -1.43 0.127
H 0.52 -5.24 -2.86 0.129
H -0.28 -4.87 0.03 0.109
H -1.30 -5.08 -1.39 0.134
H -2.58 -2.72 -1.23 0.096
H -1.54 -1.36 -0.74 0.048
H -1.88 -2.70 0.40 0.092
H 1.89 -1.01 -3.51 0.120
H 2.79 -1.15 -2.02 0.086
H 1.15 1.12 -3.14 0.105
H 2.88 1.06 -2.81 0.115
H 2.04 2.84 -4.32 0.095
H 3.34 3.07 -3.13 0.097
H 2.51 4.46 -3.79 0.100
H -0.05 4.87 -2.92 0.132
H 1.36 5.55 -2.10 0.125
H -0.96 3.93 -0.96 0.109
H -0.12 5.29 -0.17 0.135
H 1.67 4.62 1.42 0.103
H 2.82 3.45 0.77 0.074
H 2.46 4.92 -0.14 0.098
C 4.79 -0.91 1.33 0.046
C 3.80 -1.58 0.43 -0.468
N 4.08 -2.76 -0.09 0.245
O 2.69 -1.06 0.15 -0.135
H 4.63 -1.26 2.35 0.116
H 4.62 0.17 1.31 0.088
H 5.81 -1.14 1.03 0.103
H 4.97 -3.21 0.06 0.139
H 3.38 -3.20 -0.69 0.102
O 2.50 1.41 1.51 -0.262
O 2.16 0.35 2.38 -0.243
```

Its energy relative to the best compared isomer or geometry (same formula, charge and spin) is 149.3 kJ/mol. As for the HOMO-LUMO gap: 7.199 eV. As for the charge: +2.



Among the records above, which one has the highest HOMO-LUMO gap?
C29H45LuN5O9P2S2